[1]
Entry from the Open Molecules 2025 dataset: a cluster of 2 separate species, C3H10N2P in total (wB97M-V/def2-TZVPD).

Output
LUMO energy = -3.926 eV
HOMO-LUMO gap = 9.125 eV
Max |F| = 3.52 eV/Å
Energy above the lowest of the compared OMol25 structures with the same formula, charge and spin = 196.0 kJ/mol
Charge = +1

CARTESIAN COORDINATES (ANGSTROEM)
C 0.8615 -1.6561 1.1290
C -0.3558 -2.2995 1.3711
C 0.0950 2.1950 -0.2768
N 1.9621 -1.2961 1.1889
N 0.5708 -0.3753 -1.1559
P -0.5514 0.7220 -1.0861
H -0.8365 -2.5976 0.4378
H -1.0302 -1.6371 1.9175
H -0.1777 -3.1992 1.9707
H 0.5402 1.9255 0.6801
H -0.6998 2.9237 -0.1268
H 0.8664 2.6170 -0.9228
H 2.7656 -0.7850 0.8724
H -1.7271 0.4250 -0.3744
H 0.3594 -1.1136 -1.8159
H -1.1229 1.1805 -2.2615

Forces on atoms 1 to 6 (eV/Å):
C 3.34 1.10 -0.17
C -1.67 -0.77 0.13
C -0.09 -0.18 -0.23
N -1.81 -0.61 0.04
N -0.15 -0.49 0.26
P 0.17 0.63 0.47

Results of the Mulliken charge analysis, in e, for atoms 1 through 2: atom 1 (C): 0.57, atom 2 (C): -0.91

***

[2]
Entry from the Open Molecules 2025 dataset: a structure of composition C3H10N2P (wB97M-V/def2-TZVPD).

Output
LUMO energy = -5.660 eV
HOMO-LUMO gap = 8.499 eV
Max |F| = 3.06 eV/Å
Energy above the lowest of the compared OMol25 structures with the same formula, charge and spin = 360.1 kJ/mol
Charge = +1

CARTESIAN COORDINATES (ANGSTROEM)
C -1.1104 0.5246 0.0838
C -2.2763 -0.3943 0.1509
C 2.8280 0.5012 0.6025
N -1.5511 1.7484 0.4188
N 0.0769 0.0889 -0.0662
P 1.4632 0.8022 -0.3566
H -2.8694 0.0043 0.9672
H -2.0729 -1.4367 0.0675
H -2.7169 -0.1269 -0.7413
H 2.8303 0.6427 1.6528
H 3.6793 1.0084 0.1720
H 1.2137 -1.1391 -2.5846
H -2.5096 1.7682 0.8814
H -1.0198 2.5383 0.5541
H 0.9873 -1.0554 -1.7949
H 1.6531 0.6161 -1.8157

Forces on atoms 1 to 6 (eV/Å):
C -1.79 0.20 2.43
C 1.02 0.32 0.51
C -1.44 1.98 -1.84
N -2.54 -1.46 0.43
N 0.79 0.28 -0.45
P 2.12 -1.06 -0.46

Results of the Mulliken charge analysis, in e, for atoms 1 through 2: atom 1 (C): 0.87, atom 2 (C): -1.26

***

[3]
Entry from the Open Molecules 2025 dataset: an isolated molecule of C3H10N2S (wB97M-V/def2-TZVPD).

Output
SMILES = NC[C@@H](N)CS
LUMO energy = 0.844 eV
HOMO-LUMO gap = 9.793 eV
Max |F| = 2.15 eV/Å
Energy above the lowest of the compared OMol25 structures with the same formula, charge and spin = 30.1 kJ/mol

CARTESIAN COORDINATES (ANGSTROEM)
N 0.7811 1.8868 1.3578
C 0.5027 1.3079 0.0154
C 0.2221 -0.2057 0.0576
N -0.8083 -0.5001 1.0244
C -0.0865 -0.7177 -1.3985
S -0.1270 -2.5251 -1.5372
H 1.2803 1.2449 1.9594
H -0.1415 2.0846 1.7059
H 1.4220 1.4627 -0.5474
H -0.2593 1.9214 -0.4595
H 1.1042 -0.8102 0.2814
H -1.7339 -0.2585 0.6954
H -0.7607 -1.4738 1.2687
H 0.7325 -0.3348 -1.9992
H -1.0487 -0.3751 -1.7783
H -1.0792 -2.7073 -0.6458

Forces on atoms 1 to 6 (eV/Å):
N -0.59 0.36 -1.35
C 1.79 -0.29 1.15
C -0.91 -0.10 -1.68
N 0.25 -0.06 0.24
C -0.14 0.27 0.96
S 0.74 0.03 -0.43

Results of the Mulliken charge analysis, in e, for atoms 1 through 2: atom 1 (N): -0.63, atom 2 (C): -0.90

***

[4]
Entry from the Open Molecules 2025 dataset: a structure of composition C3H10N2S (wB97M-V/def2-TZVPD).

Output
LUMO energy = 0.371 eV
HOMO-LUMO gap = 7.496 eV
Max |F| = 2.43 eV/Å
Energy above the lowest of the compared OMol25 structures with the same formula, charge and spin = 147.5 kJ/mol

CARTESIAN COORDINATES (ANGSTROEM)
C -0.2691 1.3038 -1.7223
C -1.4674 1.4433 -0.7930
S -1.5996 0.1470 0.5678
H -0.1299 0.3215 -2.1417
H -0.2936 2.0639 -2.5081
H 0.5853 1.5356 -1.0853
H -1.5158 2.4076 -0.3036
H -2.3361 1.3142 -1.4727
N 2.4272 -0.2226 0.1719
C 1.9134 -1.4125 0.5285
N 0.7457 -1.6349 1.0080
H 1.8417 0.5232 0.5159
H 2.9045 -0.2236 -0.7107
H 2.4732 -2.2648 0.1436
H 0.4200 -2.5899 1.0555
H -0.1633 -0.7066 1.1036

Forces on atoms 1 to 6 (eV/Å):
C 0.48 1.04 1.15
C -0.56 -1.51 -0.52
S 0.21 0.27 -0.15
H -0.21 -0.39 -0.13
H -0.04 -0.13 -0.08
H 0.48 -0.07 -0.31

Results of the Mulliken charge analysis, in e, for atoms 1 through 2: atom 1 (C): -0.80, atom 2 (C): -0.41

***

[5]
Entry from the Open Molecules 2025 dataset: a cluster of 2 separate species, C3H10N2S in total (wB97M-V/def2-TZVPD).

Output
LUMO energy (spin up / spin down) = -4.242 / -9.231 eV
HOMO-LUMO gap (spin up / spin down) = 6.546 / 1.557 eV
Max |F| = 2.03 eV/Å
Spin multiplicity = 2
Energy above the lowest of the compared OMol25 structures with the same formula, charge and spin = 272.2 kJ/mol
Charge = +1

CARTESIAN COORDINATES (ANGSTROEM)
C 0.2988 -1.2572 2.8578
C 1.2851 -1.7066 1.7552
S 1.0994 -3.3998 1.1213
H 0.2984 -1.8935 3.7377
H -0.7087 -1.4784 2.4881
H 0.4486 -0.1928 2.9974
H 2.2927 -1.8107 2.2084
H 1.2878 -0.9594 0.9641
N -0.8832 4.4751 -2.2483
C -1.7069 3.4247 -2.4908
N -1.2614 2.2174 -2.4299
H 0.0909 4.2298 -2.4062
H -1.2094 5.3986 -2.4719
H -2.7129 3.6833 -2.8290
H -1.9140 1.6216 -1.9234
H 0.7099 -3.0867 -0.1425

Forces on atoms 1 to 6 (eV/Å):
C -1.13 -1.50 -0.78
C 0.80 -0.17 0.54
S -0.31 0.90 -0.02
H 0.75 0.39 0.39
H -0.02 0.73 -0.18
H -0.01 -0.06 0.36

Results of the Mulliken charge analysis, in e, for atoms 1 through 2: atom 1 (C): -0.98, atom 2 (C): -0.37

***

[6]
Entry from the Open Molecules 2025 dataset: the ion C3H10N2S with charge +1 (wB97M-V/def2-TZVPD).

Output
LUMO energy (spin up / spin down) = -3.321 / -8.796 eV
HOMO-LUMO gap (spin up / spin down) = 10.371 / 4.854 eV
Max |F| = 2.85 eV/Å
Spin multiplicity = 2
Energy above the lowest of the compared OMol25 structures with the same formula, charge and spin = 283.3 kJ/mol
Charge = +1

CARTESIAN COORDINATES (ANGSTROEM)
N -0.3140 0.3658 -1.2803
C 0.1280 0.1917 0.1190
C 1.5746 -0.5850 0.0366
S 2.6689 -0.0608 -1.3478
C -0.9647 -0.4140 1.0586
N -2.0432 0.6086 0.9427
H -1.3074 0.4053 -1.4714
H 2.7159 1.3686 -1.4839
H 0.1066 -0.2405 -1.9860
H 0.5168 1.0878 0.5277
H 2.1700 -0.4789 1.0154
H 1.3804 -1.7081 -0.0148
H -0.5182 -0.3768 2.1478
H -1.2741 -1.3864 0.6689
H -1.8568 0.9711 0.0231
H -2.9827 0.2516 1.0442

Forces on atoms 1 to 6 (eV/Å):
N 0.69 -1.20 0.55
C 1.82 -1.95 -0.98
C -0.35 -0.57 1.28
S -0.75 0.67 -0.16
C 0.82 1.80 0.96
N 1.17 -0.64 0.13

Results of the Mulliken charge analysis, in e, for atoms 1 through 2: atom 1 (N): -0.39, atom 2 (C): 0.19